45
Properties=species:S:1:pos:R:3:nbo_charge:R:1 method="wB97M-V/def2-TZVPD" molar_mass_g_mol=230.3 total_energy_ev=-21090.3572 fmax_ha_per_bohr=0.0553 gap_ev=10.35 lumo_energy_ev=0.179 smiles=CCO.CCO.CCO.CCO.CCO
C 0.622 -6.901 -3.639 -0.08
H 2.314 1.414 -3.918 0.22
H 4.146 0.472 -1.404 0.16
H -3.659 -0.677 -0.667 0.48
H 3.199 2.534 -3.266 0.21
C 0.614 -1.111 6.187 -0.62
H -2.870 0.821 -3.702 0.22
H -0.906 -2.343 5.918 0.16
H -3.480 2.525 -3.409 0.22
H 1.148 -0.261 5.764 0.21
H -0.916 6.481 1.274 0.20
H 1.121 -5.001 -3.592 0.47
H -0.668 -6.537 -1.864 0.20
C 3.196 0.653 -1.907 -0.06
C -0.680 -1.362 5.500 -0.09
H 1.921 -0.547 -1.408 0.47
H 0.348 5.592 0.484 0.22
H 0.803 -7.635 -4.425 0.17
H 2.775 1.199 -1.062 0.15
H -2.078 1.900 -2.498 0.21
H 0.498 -1.089 7.271 0.21
C 3.196 1.444 -3.277 -0.66
C -0.648 -7.135 -2.776 -0.63
C -3.014 1.633 -2.989 -0.63
H -1.490 -6.876 -3.417 0.22
C 0.423 5.804 2.757 -0.07
H 3.993 1.035 -3.898 0.21
H -1.096 -1.409 3.568 0.47
H -0.294 5.014 2.979 0.16
H -3.845 1.724 -0.991 0.14
H -0.626 -8.173 -2.443 0.20
O 0.350 6.965 3.614 -0.72
O 0.604 -5.569 -4.167 -0.72
O 2.608 -0.558 -2.079 -0.71
H 0.695 6.701 4.470 0.47
H -4.826 0.738 -1.952 0.15
O -0.340 -1.507 4.151 -0.72
H 1.370 -1.870 5.986 0.21
H 1.545 -7.192 -3.137 0.16
C 0.152 6.268 1.316 -0.63
H -1.277 -0.507 5.816 0.17
C -3.776 0.975 -1.779 -0.05
H 0.594 7.250 1.145 0.22
H 1.386 5.294 2.758 0.16
O -3.129 -0.174 -1.289 -0.74

282
Properties=species:S:1:pos:R:3:mulliken_charge:R:1 method="wB97M-V/def2-TZVPD" molar_mass_g_mol=1515.3 total_energy_ev=-133776.1292 fmax_ha_per_bohr=0.0601 gap_ev=8.24 lumo_energy_ev=0.461
N 0.254 -1.588 -1.063 0.47
H -7.010 6.372 -3.067 0.45
H 0.311 -2.285 -6.826 0.25
H -0.101 5.747 -3.982 0.40
H -2.909 -6.161 -3.928 0.31
H 9.813 -2.433 -7.168 0.33
H 10.297 -2.599 -5.571 0.28
H -8.641 4.783 -2.694 0.46
H -3.108 2.744 2.684 0.26
H 1.221 -3.110 6.321 0.63
C -2.981 0.657 2.126 1.84
N 5.522 1.528 8.340 -0.40
H 4.340 -2.172 1.015 0.60
N -5.709 5.056 -5.147 0.17
H -7.177 5.590 -7.049 0.54
C 4.825 0.715 -1.828 -1.68
H -1.755 -2.162 4.568 0.21
H -0.133 2.592 -6.003 0.48
H -8.003 4.073 -7.425 0.38
C -4.704 3.950 -3.091 -1.80
H 1.392 -5.824 5.510 0.40
H -6.397 4.434 5.478 0.38
H -4.543 -2.514 4.913 0.28
H 3.994 1.073 5.297 0.15
H -6.932 2.941 8.160 0.43
H -1.757 5.214 -3.779 0.03
H 1.552 -2.126 2.047 -0.78
C 1.383 -2.946 5.256 -0.68
O -6.650 5.423 7.266 -0.34
H -1.481 2.040 2.772 -0.20
H 6.738 -2.592 -6.776 0.31
H 1.687 -1.901 5.212 0.14
C 5.873 -1.713 2.660 1.72
H -3.195 0.514 0.073 -0.38
H 7.932 3.573 11.724 0.34
H 1.985 1.352 2.970 0.10
O 4.806 -1.584 4.810 0.64
H 3.368 -4.318 6.526 0.29
H -1.349 -2.664 -5.187 0.26
H -6.122 -1.071 -1.411 -0.10
H 4.933 3.568 8.181 0.22
H -6.973 -0.553 -4.296 0.56
C -7.082 4.505 -7.032 -2.27
H -3.200 2.022 -1.971 0.32
H -7.127 0.769 -1.466 0.24
C 7.689 -0.694 5.281 -1.77
O -0.601 -6.892 1.161 -0.39
C 2.651 1.785 -0.998 0.11
H -3.872 -6.307 -1.079 0.31
H -6.554 5.360 -1.766 0.33
H 2.566 -6.230 4.255 0.46
C 0.520 2.556 -0.385 -0.22
H 2.538 -1.860 -8.182 0.15
C -4.531 6.385 -3.387 -2.24
C 4.260 1.710 6.141 -0.07
H -2.161 2.498 1.182 0.24
O 1.427 -0.165 1.525 1.22
H -6.082 2.179 -4.606 0.07
C -4.207 2.934 6.117 -0.30
C 7.152 -2.129 4.861 1.68
H -6.118 6.730 5.706 0.31
H -3.333 0.771 4.294 -0.18
H 8.163 -3.976 4.094 0.49
H -0.358 1.840 5.967 0.42
H 5.605 0.761 -2.588 0.34
O 0.147 -2.990 4.601 -0.22
H -0.142 4.345 -5.987 0.27
H 7.183 0.051 2.623 0.49
H -8.835 3.741 -5.135 0.44
H -2.595 -6.381 0.695 0.26
C 7.336 -1.690 -6.643 -0.63
H 0.295 1.491 -0.322 -0.06
C 6.154 -0.209 2.375 -1.59
H -1.979 -4.093 -6.252 0.48
H -0.105 -1.597 1.820 0.22
H -4.507 -5.026 -5.489 0.48
H -6.302 4.214 -7.736 0.34
H -5.541 2.380 -6.251 0.36
C -6.672 5.359 -2.850 -1.51
H -1.518 -1.420 0.046 -0.29
H 9.296 -2.767 4.368 0.40
H -0.120 -3.542 -7.946 0.42
H 6.892 4.736 12.537 0.27
H 6.413 -3.947 5.865 0.37
H -7.481 3.372 -2.800 0.03
C 8.267 -2.893 4.030 -1.43
H -2.239 -7.897 1.697 0.34
H -3.367 3.001 -7.235 0.14
H 2.238 0.797 -0.796 -0.57
H 9.022 -3.214 2.012 0.49
C -6.793 -1.002 -2.267 0.88
H 3.680 3.056 3.961 0.12
H -0.012 3.516 6.152 0.43
H 2.086 -1.807 -0.238 0.39
H 1.050 -5.842 0.788 0.34
C 5.467 1.111 6.905 -0.53
C 0.036 -5.861 0.388 -0.77
N 2.102 -5.122 -7.490 -0.71
C -3.413 -5.737 -3.059 0.32
H 6.427 1.430 6.500 0.33
O 0.015 -4.010 -5.882 -0.42
C -3.838 0.424 3.392 -0.68
N 3.571 -3.955 5.605 -0.52
H -4.013 3.500 -3.804 0.37
H 8.743 -0.539 5.051 0.14
C 8.390 -2.497 2.535 -0.85
O 4.480 3.105 5.945 -0.34
C -3.213 1.013 -2.383 -0.73
H 6.591 3.287 8.098 0.26
H -5.483 -1.011 4.777 0.39
H -1.674 -1.180 -2.998 0.18
H 6.567 2.346 10.557 0.32
H 3.258 1.501 -3.073 -0.81
C 3.729 1.755 -2.124 1.83
H -2.083 1.797 -7.107 0.29
O -1.958 3.259 -5.742 0.06
C -4.479 -1.433 4.786 -0.95
H 4.281 -3.230 2.347 0.50
H 1.495 2.858 -4.366 -0.08
O 2.164 0.280 -4.996 -0.30
H 7.957 -3.352 6.539 0.41
H 2.240 -0.299 3.390 -0.75
H 5.277 0.888 -0.852 0.26
H 0.953 -5.572 3.922 0.34
H -4.682 3.526 7.890 0.31
C 7.374 4.499 11.588 -0.73
O 8.368 -1.858 -5.694 -0.28
O 1.548 2.664 -1.351 -0.23
H -4.270 6.714 -2.381 0.42
C 4.046 0.253 -6.432 -1.11
C 5.702 2.933 8.621 -0.49
C -2.076 -1.063 -1.991 -1.15
C 6.003 3.156 10.096 -0.43
H 5.074 3.091 10.662 0.31
O 6.616 4.376 10.357 -0.31
H -4.191 4.167 -5.730 0.02
H 6.060 -1.166 -5.125 0.23
H 0.034 2.868 4.590 0.21
H -8.172 -2.453 -3.051 0.38
C 1.565 0.355 2.837 -0.06
H 7.028 -2.371 0.863 0.43
C 1.920 -3.718 -7.296 0.52
H 4.198 -4.658 5.243 0.28
C -2.389 2.104 2.173 -0.64
H 1.597 -5.423 -8.311 0.29
H -1.650 -7.749 -2.378 0.23
H -2.951 1.018 -3.441 0.36
O -4.580 5.012 -5.968 -0.49
C 9.407 -2.697 -6.192 -0.83
C 3.670 3.613 4.898 -0.52
H 0.165 -6.142 -0.658 0.42
H 4.360 1.208 -6.012 0.40
H 3.322 0.437 -7.226 0.37
O -3.927 -0.999 3.562 -0.29
C 1.395 -0.290 -3.883 -0.19
O -2.148 0.286 -1.639 0.84
H -4.185 0.543 -2.231 0.51
C 2.595 -2.918 -8.438 -1.21
H -1.581 -4.320 -4.624 -0.01
H -4.177 4.147 -2.157 0.70
H 3.943 -0.794 -4.460 0.13
N 4.344 3.073 -2.234 -0.71
H -5.019 7.322 -3.656 0.47
H 4.139 4.577 4.702 0.32
H -7.166 2.073 -5.959 0.65
H 6.766 0.210 -5.706 0.35
H -6.921 2.248 6.595 0.41
C -0.594 3.462 -5.535 -1.19
H -8.419 5.355 -5.075 0.45
C 0.906 -1.510 1.422 1.05
H -1.447 -2.919 -0.800 0.56
H 0.628 0.270 3.386 0.00
C -7.462 -2.390 -2.227 -1.54
H -4.252 3.923 5.661 0.22
H -1.699 3.322 -7.841 0.35
C -2.098 -8.109 -0.412 -0.93
H -1.208 -8.738 -0.413 0.49
C 2.380 -4.037 4.741 1.38
C 6.909 -2.592 1.924 -1.19
H 1.330 3.484 -2.873 0.74
H -0.963 2.884 -3.478 -1.03
N -7.739 -0.001 -1.694 -0.80
C -6.765 4.147 -5.604 2.22
H -5.867 -4.140 -4.603 0.26
H 0.673 2.966 0.613 0.27
H -2.503 3.229 7.246 0.57
C -4.853 -4.537 -4.579 -0.33
N 1.034 3.582 -3.834 -0.58
O -5.036 -1.384 -3.957 0.02
H 8.100 5.288 11.393 0.24
C -3.537 -6.840 -1.968 -0.81
H -4.272 0.203 -4.876 -0.13
H -2.753 1.535 6.644 0.17
O -1.927 2.983 5.327 -0.26
H -4.216 -0.452 0.991 0.32
H -2.990 -8.729 -0.323 0.33
C 6.996 -3.061 6.116 -1.90
C -0.853 -2.200 5.179 -0.92
H -8.024 -2.667 -1.335 0.44
C -6.335 2.652 -5.555 -1.82
H -7.930 6.606 6.184 0.31
H 7.609 -0.752 6.366 0.61
C 1.074 -2.126 0.010 -2.29
H 6.987 0.093 5.005 0.34
C -0.545 2.813 5.512 -0.97
H -6.677 7.439 7.136 0.27
H 1.013 -3.211 -0.073 0.52
H 0.243 -0.582 -1.159 -0.55
H -5.255 3.057 -2.795 -0.11
H -1.245 -2.582 6.121 0.40
H -4.166 -3.695 -4.492 -0.17
H -3.435 -1.339 -5.300 -0.23
C 0.471 -3.339 -7.052 -0.60
C -7.786 4.338 -3.202 -0.27
H 9.107 -3.736 -6.327 0.32
H 5.394 0.153 -7.812 0.25
H -3.585 6.301 -3.922 0.30
C -0.727 5.002 -3.491 -1.36
H 2.637 3.704 5.233 0.16
H -5.853 0.482 -3.487 -1.18
H 1.673 -5.593 -6.707 0.28
H 8.809 -1.498 2.417 0.34
H 6.623 -3.640 2.016 0.48
C -1.304 -3.712 -5.486 -0.61
H 3.639 -3.200 -8.571 0.28
H 3.666 3.805 -2.393 0.35
C -2.301 2.864 -7.056 -0.81
N -3.755 0.443 0.911 -0.56
H 4.715 3.346 -1.336 0.32
H 6.371 -2.587 6.873 0.40
H 4.443 -0.298 -1.957 0.35
C -8.049 4.385 -4.742 -1.42
C -1.973 -7.262 0.852 -0.32
H 6.101 -0.038 1.300 0.22
H -4.009 -1.084 5.705 0.30
H -6.723 -3.141 -2.506 0.11
H -0.508 -1.169 5.266 0.27
H -7.994 -0.385 -0.795 0.34
C -6.161 -0.560 -3.569 0.85
H 3.394 1.717 6.803 0.42
H 3.706 -1.594 2.447 -0.07
H -0.394 2.976 -0.805 0.16
H 3.098 2.096 -0.054 0.36
H -4.993 -1.101 -5.942 0.46
C -6.879 6.596 6.474 -0.75
N -4.994 2.758 7.313 -0.34
C 1.827 -5.492 4.568 -1.79
C -4.388 -0.864 -5.067 -0.10
C -6.423 3.006 7.198 -1.00
H -2.944 -4.841 -2.652 -0.22
H 1.999 -0.572 -3.020 0.05
H 4.364 -2.372 5.138 -0.02
H -0.739 5.076 -2.403 0.32
C -1.225 -1.857 -0.909 -0.10
N 5.181 -0.435 -7.019 -0.09
H -2.201 -0.101 2.201 -0.70
H -7.933 4.124 6.316 0.39
H 1.019 -1.229 -4.287 0.26
N 5.892 -2.032 4.094 0.25
H -4.618 2.263 5.363 0.16
N -2.198 -7.358 -1.625 -0.03
H -3.050 -1.552 -1.964 -0.01
H 6.225 0.925 8.741 0.30
O -4.702 -5.435 -3.459 -0.43
H 2.430 -3.490 -6.360 0.08
H 1.973 -3.051 -9.323 0.46
H -0.271 -4.822 0.508 0.22
C -2.747 2.595 6.393 -0.54
H 7.620 -1.486 -7.675 0.37
H 5.461 0.489 2.844 0.06
H -4.212 -7.649 -2.246 0.26
H 5.397 0.026 6.977 -0.03
C 4.536 -2.202 2.087 -2.15
H -4.774 0.982 3.362 0.55
H 0.633 0.395 -3.513 -0.20
C -5.404 5.121 -3.665 2.53
C -0.366 3.624 -4.010 2.31
H 2.665 -3.681 3.751 -0.70
H 3.013 -1.478 -5.657 -0.60
C -6.867 4.305 6.453 -0.41
C 3.324 -0.494 -5.305 0.88
C 6.294 -0.697 -6.081 -0.47

9
Properties=species:S:1:pos:R:3:nbo_charge:R:1 method="wB97M-V/def2-TZVPD" molar_mass_g_mol=94.1 total_energy_ev=-9099.7558 fmax_ha_per_bohr=0.0559 gap_ev=10.08 lumo_energy_ev=0.124
C 1.900 0.356 0.116 0.26
C 0.687 -0.015 -0.629 -0.08
C -0.388 -0.915 -0.450 -0.01
H -0.657 -1.931 -0.732 0.25
N -0.917 1.101 0.386 -0.04
N -1.312 -0.157 0.170 -0.32
N 0.213 1.211 -0.177 -0.16
H -2.249 -0.367 0.471 0.43
N 2.710 0.704 0.871 -0.32

35
Properties=species:S:1:pos:R:3:nbo_charge:R:1 method="wB97M-V/def2-TZVPD" molar_mass_g_mol=227.2 total_energy_ev=-24406.1496 fmax_ha_per_bohr=0.0380 gap_ev=9.83 lumo_energy_ev=0.094 smiles="C[C@@H](O)CNC(=O)O.O.O.O.O.O.O"
H 4.363 1.703 0.665 0.47
H -1.661 0.528 0.039 0.25
O 2.067 2.676 0.080 -1.02
H 4.282 0.267 1.112 0.48
H -0.773 3.751 0.059 0.48
H 1.336 0.814 0.139 0.44
O -1.115 -3.857 -0.802 -0.98
O -1.747 -2.389 2.971 -0.96
H -2.982 2.039 -1.348 0.22
H -0.824 1.703 1.002 0.18
O 1.411 -1.723 -0.188 -0.70
O -0.790 -1.522 0.383 -0.68
H -0.769 -3.043 -0.365 0.49
H 1.928 0.624 1.996 0.50
H 2.194 -0.513 3.073 0.49
H -1.602 -3.175 2.436 0.47
N 0.458 0.321 0.083 -0.68
O -3.066 -1.631 -2.056 -0.97
H -2.167 3.120 -2.423 0.23
H 0.007 1.798 -1.777 0.19
C 0.297 -1.038 0.118 0.93
H 2.783 2.741 -0.545 0.49
C -2.080 2.149 -1.930 -0.64
H 1.159 3.005 -0.101 0.51
O 1.940 -0.319 2.168 -0.98
O -0.317 3.408 -0.713 -0.73
O 3.890 0.899 0.502 -0.95
H -3.435 -2.460 -2.349 0.49
H -1.687 -3.497 -1.483 0.45
H -2.698 -1.007 -2.670 0.48
H -1.587 -1.679 2.336 0.48
C -0.806 2.109 -1.117 0.08
C -0.754 1.124 0.068 -0.25
H -2.086 1.469 -2.788 0.22
H 2.136 -1.362 0.343 0.51